No. 1
A molecular structure, C27H47N6O8PS2, computed with the ωB97M-V functional and the def2-TZVPD basis.

## Properties
Maximum force (eV Å⁻¹): 11.595
E_tot (eV): -85031.6393
Molar mass (g mol⁻¹): 678.82
HOMO (eV): -8.2
Total charge: 0

CARTESIAN COORDINATES (ANGSTROEM)
S: 0.2736 -0.3347 -0.7284
S: -2.0186 5.0580 -3.2908
P: 0.9221 3.3527 -2.4296
O: -1.5882 -2.3935 6.0785
O: 1.2387 0.7583 -1.5613
O: 0.7800 -1.7302 -0.7572
O: 1.4908 3.7732 -4.0161
O: -1.1579 -0.1320 -1.5451
O: 0.3514 0.0783 0.6889
O: 0.5558 -2.1271 6.9514
O: 2.3260 3.5481 -1.4234
N: 7.2511 -3.7503 5.5429
N: 7.3027 0.1146 -5.5530
N: 1.0621 4.4466 -5.5796
N: 4.6839 -5.0636 9.5816
N: 3.0056 1.5426 -6.1194
N: -6.5147 -1.5669 -1.1485
C: -4.3140 -0.3299 1.0706
C: 3.6031 1.2441 -5.1589
C: -6.8298 -2.5042 -0.5408
C: -3.2938 -1.6559 3.1183
C: 3.0014 -4.6291 7.5754
C: 4.3884 0.8451 -3.9550
C: -2.0709 2.3659 -4.3469
C: 7.3213 -3.7185 6.7016
C: -1.2075 -2.0459 4.7035
C: -0.6401 -1.8103 6.9682
C: 0.8117 4.7943 -8.2114
C: -3.9115 0.5374 -0.2149
C: -1.0492 -0.7091 8.0505
C: 3.9475 -4.8733 8.7035
C: -3.2035 -1.3776 1.5256
C: 7.4105 -3.6782 8.1907
C: 0.3029 1.5548 -2.3862
C: -2.2864 1.2274 -3.2475
C: 0.9526 4.6018 -6.7369
C: -1.9741 2.2452 -0.9784
C: -2.1709 -2.6959 3.6096
C: 6.9146 0.6496 -8.1221
C: -2.9754 3.6855 -4.1106
C: -1.2459 1.2695 -2.0170
C: -7.2335 -3.7096 0.2408
C: -2.7264 1.5081 0.2207
C: 7.1329 0.3488 -6.6772
H: -8.2642 -3.9765 0.0045
H: -1.1486 2.8922 -0.5062
H: -2.7235 2.9562 -1.4572
H: -0.1710 -2.5121 4.5403
H: -0.2479 -0.6600 8.8648
H: -2.4258 1.9185 -5.3431
H: 5.8490 0.7779 -8.3169
H: -0.9854 2.6699 -4.5106
H: -3.6256 -0.2188 -1.0247
H: -6.5822 -4.5482 -0.0084
H: -1.5641 -3.0447 2.7029
H: -3.7973 3.3736 -3.3719
H: -2.0260 -0.9467 8.5816
H: 6.7068 -4.3907 8.6241
H: -1.9597 1.0236 0.9182
H: 7.2924 -0.1711 -8.7329
H: 1.7240 2.9664 -4.5424
H: -7.1549 -3.5024 1.3088
H: 2.0685 -4.2121 7.9565
H: 3.4417 -3.9262 6.8672
H: -3.2106 2.3399 0.8519
H: -2.7481 6.2309 -3.3167
H: 4.3299 1.6282 -3.1967
H: 5.4336 0.6911 -4.2289
H: 2.7883 -5.5665 7.0604
H: -4.5005 0.4223 1.9166
H: -2.6333 -3.6311 4.0583
H: -3.3416 -2.3801 0.9956
H: -4.3140 -2.1270 3.2853
H: 7.1696 -2.6771 8.5502
H: 0.3794 0.9768 -3.3825
H: 7.4393 1.5664 -8.3933
H: -1.1759 -0.9102 4.5565
H: 1.3476 5.6925 -8.5207
H: -3.1632 -0.7064 3.7234
H: 8.4210 -3.9370 8.5095
H: -3.4010 4.1119 -5.0698
H: -4.7965 1.1228 -0.6547
H: 1.9792 3.4091 -0.5081
H: -5.2914 -0.9046 0.9211
H: -3.3413 1.2150 -2.8143
H: 3.9885 -0.0815 -3.5406
H: -1.0854 0.3453 7.6021
H: -2.1312 -1.0529 1.3362
H: -0.2420 4.9005 -8.4725
H: -2.1505 0.2051 -3.7496
H: 1.2247 3.9335 -8.7395

No. 2
A molecular structure, C31H39AsIrNO6S, computed with the ωB97M-V functional and the def2-TZVPD basis.

## Properties
Maximum force (eV Å⁻¹): 0.735
E_tot (eV): -121040.1836
Molar mass (g mol⁻¹): 820.86
2S+1: 2
HOMO (alpha / beta) (eV): -16.1 / -16.6
<S²>: 0.763
Total charge: +3

CARTESIAN COORDINATES (ANGSTROEM)
Ir: 1.3197 1.0891 -1.7614
As: -1.7978 -0.3098 2.2514
S: -0.1119 -1.1463 -1.8574
O: 0.0696 -0.3178 -0.5997
O: 0.1954 2.7872 -0.9892
O: 1.6227 2.5177 -3.2215
O: 2.7175 1.9901 -0.4415
O: 0.8059 -2.2258 -1.9745
O: 0.0389 -0.0256 -2.8999
N: 2.7494 -0.1540 -2.5103
C: -3.8706 0.5666 3.9747
C: 0.4765 4.0193 -1.7239
C: 3.6936 -1.1363 -4.4700
C: -2.5358 -0.1503 6.3262
C: 4.3523 -2.0754 -3.6893
C: 3.3137 -0.9162 -0.2456
C: 0.6109 -1.7047 2.8754
C: -1.9138 -0.3520 5.1117
C: -3.8153 0.4018 6.3687
C: 4.2542 0.1799 0.2805
C: -4.0907 -1.4910 0.9627
C: -0.1584 3.0228 0.3852
C: 1.7256 3.8143 -2.5676
C: 4.1196 1.5199 -0.4074
C: -3.1913 -0.4252 0.9417
C: 0.6590 2.5304 -4.3275
C: -0.6234 -1.8158 2.2372
C: -4.4818 0.7557 5.1977
C: 3.3946 -1.0544 -1.7361
C: -3.3538 0.6207 0.0365
C: -1.7406 -1.7505 -2.0482
C: -2.5978 -0.0233 3.9313
C: -5.2968 -0.4779 -0.8583
C: -5.1349 -1.5186 0.0485
C: -0.9666 -2.9771 1.5483
C: -0.0826 -4.0452 1.5367
C: 1.1410 -3.9463 2.1877
C: 1.4878 -2.7789 2.8558
C: -4.4125 0.5935 -0.8611
C: 2.8971 -0.2050 -3.8490
C: 4.2069 -2.0148 -2.3154
H: -2.6650 1.4568 0.0289
H: 0.8832 -0.8002 3.4078
H: -2.4652 -0.9875 -1.7768
H: 1.0984 3.1392 -5.1143
H: -0.3552 -4.9626 1.0324
H: 2.3655 0.5340 -4.4253
H: -6.1272 -0.4948 -1.5515
H: -1.0333 3.6703 0.4307
H: 0.6701 4.8186 -1.0075
H: 4.7139 -2.7197 -1.6711
H: -4.2959 0.5600 7.3250
H: -1.9209 -3.0677 1.0461
H: -1.8317 -2.0293 -3.0982
H: 0.6692 3.4975 0.9171
H: -0.4082 4.2818 -2.3008
H: 3.5772 -1.8651 0.2189
H: 2.4353 -2.7104 3.3738
H: -0.2918 2.9367 -3.9936
H: 1.8400 4.5787 -3.3352
H: -2.0348 -0.4256 7.2438
H: -4.3815 0.8458 3.0617
H: 4.9698 -2.8382 -4.1443
H: -5.8339 -2.3441 0.0596
H: 5.2974 -0.1222 0.1561
H: 2.6198 3.7754 -1.9565
H: 3.7867 -1.1237 -5.5462
H: 4.0962 0.2944 1.3562
H: 1.8203 -4.7883 2.1832
H: -4.0040 -2.2837 1.6960
H: 4.6922 2.2988 0.0924
H: 4.4154 1.4910 -1.4536
H: -5.4760 1.1777 5.2471
H: -1.8198 -2.6365 -1.4212
H: 0.5304 1.5049 -4.6550
H: 2.2848 -0.7186 0.0604
H: -0.3968 2.0548 0.8225
H: -0.9283 -0.7979 5.0762
H: -4.5576 1.4114 -1.5544
H: 2.3861 2.0176 0.4669

No. 3
4 unconnected molecules or ions with the total composition C31H45BrF25N2O7, computed with the ωB97M-V functional and the def2-TZVPD basis.

## Properties
Maximum force (eV Å⁻¹): 5.010
E_tot (eV): -188150.8159
Molar mass (g mol⁻¹): 1112.56
HOMO (eV): -11.6
Total charge: +1

CARTESIAN COORDINATES (ANGSTROEM)
Br: 3.6424 6.9530 -0.7033
F: -0.4135 -4.4076 4.9806
F: -1.6195 -3.5222 -6.1580
F: -5.2687 0.3933 7.0939
F: 2.0117 -4.0661 -3.9043
F: -2.4193 -4.9867 5.5621
F: 0.7990 -2.8974 3.6342
F: -3.0876 3.4978 2.0812
F: -4.5211 2.0570 2.8643
F: 0.2596 -4.7411 0.6502
F: -1.7456 -5.1821 -3.8073
F: -3.7029 -3.0149 -5.8440
F: -3.0801 0.6162 4.3093
F: -5.7849 1.0662 5.0900
F: 0.2642 -4.4900 -5.1195
F: -4.0962 -1.1218 5.1198
F: -1.5113 -1.9806 3.8844
F: -2.4908 2.8584 4.7438
F: -1.8847 -2.2569 6.0125
F: -3.1480 -5.7382 -5.3784
F: 2.0162 4.2785 -1.8243
F: -0.2835 -3.1654 -2.6551
F: 1.6600 -2.6014 1.6642
F: -1.0327 -3.1940 1.4697
F: -3.1710 4.9040 4.5218
F: 1.0559 -1.5653 -3.2720
O: 2.6007 1.6850 -4.2283
O: -3.8452 2.3952 -1.7869
O: -1.9882 -4.7922 3.3914
O: 2.4722 2.7267 -5.0413
O: -4.5832 3.4358 5.4080
O: -2.2392 -2.3735 -4.3008
O: 3.8729 2.6652 -1.1064
N: 5.0475 0.6829 -1.4074
N: 2.4911 0.8270 -1.4547
C: 4.3013 4.4432 0.9508
C: 4.9354 5.5475 -0.0881
C: 6.7307 -1.3495 -1.7519
C: 3.8352 1.4144 -1.9352
C: -4.2567 1.0852 -1.1852
C: 6.1657 -1.9437 -0.3043
C: 0.2093 -2.5299 -3.7523
C: -4.8064 2.7391 -2.8724
C: 0.4670 1.7125 0.1605
C: -0.4165 0.3393 -0.0280
C: -4.3284 2.4131 6.3741
C: -0.8384 -5.2258 2.6605
C: -2.5743 -3.4256 -5.2035
C: 1.0990 -3.5354 2.4791
C: -3.5705 3.6070 4.4184
C: -0.9376 -1.8082 -4.4757
C: 5.6811 -0.2356 -2.4267
C: 2.5508 3.2925 -0.8572
C: -2.8407 -4.7566 -4.4890
C: 1.0183 -3.4803 -4.6263
C: -2.9974 0.0766 -0.8933
C: -0.1314 -4.1497 1.8230
C: 1.5750 1.9834 -1.0229
C: -1.7197 -4.2289 4.6739
C: -4.0793 3.3345 2.9971
C: -4.7537 0.9924 5.9742
C: 3.8305 2.0424 -3.4486
C: 2.7585 3.9892 0.6126
C: -2.1631 -2.7643 4.7821
C: -2.0320 0.5384 0.3518
C: -3.6281 0.1148 5.4405
H: -0.3253 -0.1338 -1.1071
H: -0.1432 -5.7980 3.2863
H: 5.0250 -2.1780 -0.4867
H: 5.7337 1.3089 -0.9325
H: -4.7421 3.8901 -3.1820
H: -1.2331 -5.9624 1.9493
H: 2.0772 0.0386 -1.9983
H: -3.4670 -0.9942 -0.6550
H: 0.9077 1.6871 1.2478
H: -2.3731 -0.0025 -1.8800
H: 2.0105 4.9067 0.6598
H: -4.9511 2.6926 7.2333
H: 4.9220 -0.7347 -3.1796
H: 6.3659 -1.1608 0.5470
H: -2.8370 -0.0151 6.1848
H: 1.8608 -4.2930 2.6855
H: 2.4382 3.2266 1.4462
H: -2.2942 -0.1848 1.2607
H: -3.3020 2.4542 6.7576
H: 5.0464 3.5206 1.0621
H: -1.0128 -0.8124 -4.0211
H: 1.4861 -2.9523 -5.4625
H: -2.2614 1.6319 0.7554
H: -0.7124 -1.6091 -5.5302
H: 6.7304 -2.9539 -0.0942
H: 4.7792 1.8092 -4.0922
H: -4.9737 0.5944 -1.9894
H: -4.9031 4.0052 2.7380
H: 6.8859 -2.2168 -2.5545
H: -0.3112 2.6144 0.1442
H: 7.8061 -0.8539 -1.6323
H: -4.9207 1.3271 -0.2524
H: 4.2724 4.9499 2.0271
H: 5.3920 4.9698 -1.0273
H: 0.8644 2.1724 -1.9628
H: 3.7859 3.2319 -3.3580
H: 2.7357 0.4164 -0.5051
H: -3.6660 -4.6639 -3.7777
H: -3.2368 -2.6632 4.6013
H: -4.4851 2.0843 -3.8112
H: 3.3434 2.8777 -5.5276
H: -5.9243 2.5424 -2.5579
H: -0.0101 -0.4244 0.7941
H: 5.8732 6.0249 0.4732
H: 6.3836 0.4527 -3.1037

No. 4
C5H7N in the gas phase, computed with the ωB97M-V functional and the def2-TZVPD basis.

## Properties
Maximum force (eV Å⁻¹): 0.680
E_tot (eV): -6784.9681
Molar mass (g mol⁻¹): 81.12
HOMO (eV): -9.4
Total charge: 0

CARTESIAN COORDINATES (ANGSTROEM)
N: 0.2799 -0.6002 -0.1917
C: -0.2479 0.4356 2.6066
C: -1.0868 -0.3744 0.2701
C: 0.5247 -0.5146 -1.6088
C: -0.8892 0.0929 1.6473
C: 0.9729 0.5699 -0.6897
H: -1.6213 0.3826 -0.3386
H: -1.6320 -1.3284 0.2218
H: 1.2334 -1.2428 -1.9952
H: 2.0141 0.6731 -0.3846
H: 0.4213 1.5116 -0.7160
H: 0.3617 0.7114 3.4332
H: -0.3307 -0.3167 -2.2544